(A)
{
  "formula": "C3H6FNS",
  "method": "ωB97M-V/def2-TZVPD",
  "elements": ["C", "C", "C", "H", "H", "H", "H", "H", "H", "N", "F", "S"],
  "coordinates": [[-1.429, 1.304, 1.694], [1.316, -1.133, -0.341], [0.849, -0.645, -1.655], [-1.228, 2.615, 1.813], [-2.613, 1.401, 1.300], [-1.354, 0.608, 2.635], [2.198, -1.812, -0.155], [0.456, 0.528, -1.624], [-0.138, -1.264, -2.147], [0.813, -0.704, 0.864], [1.731, -1.140, -2.578], [-0.602, 0.241, 0.194]],
  "homo_lumo_gap_ha": 0.3475,
  "total_charge": 0
}

---

(B)
{
  "formula": "C3H6FNS",
  "method": "ωB97M-V/def2-TZVPD",
  "elements": ["C", "N", "S", "C", "C", "F", "H", "H", "H", "H", "H", "H"],
  "coordinates": [[2.401, -0.687, -0.018], [1.270, -0.417, -0.271], [0.726, 1.154, 0.076], [-0.932, 1.103, -0.152], [-1.372, -0.463, 0.300], [-2.681, -0.348, -0.134], [3.154, 0.254, 0.163], [2.799, -1.719, -0.040], [-1.436, 1.349, -1.312], [-1.519, 2.002, 0.527], [-1.089, -1.376, -0.560], [-1.321, -0.850, 1.422]],
  "smiles": "C=NSCCF",
  "homo_lumo_gap_ha": 0.3514,
  "total_charge": 0
}

---

Result of the stability comparison: (A) is the least stable of them.

---

(A)
{
  "formula": "C21H25N6O2",
  "method": "ωB97M-V/def2-TZVPD",
  "elements": ["O", "N", "O", "C", "C", "C", "C", "C", "N", "H", "H", "H", "H", "H", "N", "C", "C", "C", "C", "H", "H", "H", "H", "H", "N", "C", "C", "C", "C", "H", "H", "H", "H", "H", "N", "C", "C", "C", "C", "H", "H", "H", "H", "H", "N", "C", "C", "C", "C", "H", "H", "H", "H", "H"],
  "coordinates": [[2.524, 0.087, 4.991], [2.575, -0.527, 4.002], [1.985, 0.212, 2.921], [2.499, 1.527, 2.972], [3.909, 1.772, 2.672], [4.390, 3.223, 2.762], [3.398, 4.234, 3.177], [2.012, 3.845, 3.464], [1.611, 2.525, 3.338], [4.592, 0.937, 2.371], [5.463, 3.446, 2.526], [3.685, 5.309, 3.289], [1.223, 4.563, 3.798], [0.645, 2.220, 3.510], [-1.479, 0.921, 2.395], [-2.656, 1.221, 3.036], [-3.662, 1.178, 2.108], [-3.075, 0.834, 0.861], [-1.730, 0.679, 1.068], [-0.577, 0.882, 2.829], [-2.672, 1.439, 4.092], [-4.705, 1.370, 2.302], [-3.585, 0.713, -0.083], [-0.931, 0.420, 0.391], [5.686, 2.561, -0.593], [6.569, 1.531, -0.385], [7.630, 1.708, -1.232], [7.385, 2.890, -1.978], [6.181, 3.395, -1.561], [4.815, 2.683, -0.107], [6.364, 0.763, 0.345], [8.490, 1.061, -1.309], [8.020, 3.321, -2.735], [5.634, 4.272, -1.868], [-4.285, -1.195, -2.100], [-5.459, -0.895, -1.460], [-6.469, -0.937, -2.386], [-5.885, -1.281, -3.632], [-4.539, -1.436, -3.424], [-3.380, -1.233, -1.665], [-5.473, -0.677, -0.404], [-7.512, -0.744, -2.190], [-6.394, -1.401, -4.575], [-3.741, -1.696, -4.101], [-2.486, -6.554, -2.345], [-2.683, -5.421, -1.603], [-3.198, -4.458, -2.433], [-3.322, -5.034, -3.723], [-2.877, -6.328, -3.637], [-2.112, -7.420, -1.995], [-2.439, -5.398, -0.553], [-3.459, -3.452, -2.145], [-3.695, -4.553, -4.614], [-2.805, -7.105, -4.381]],
  "homo_lumo_gap_ha": 0.1441,
  "total_charge": 1
}

---

(B)
{
  "formula": "C21H25N6O2",
  "method": "ωB97M-V/def2-TZVPD",
  "elements": ["O", "N", "O", "C", "C", "C", "C", "C", "N", "H", "H", "H", "H", "H", "N", "C", "C", "C", "C", "H", "H", "H", "H", "H", "N", "C", "C", "C", "C", "H", "H", "H", "H", "H", "N", "C", "C", "C", "C", "H", "H", "H", "H", "H", "N", "C", "C", "C", "C", "H", "H", "H", "H", "H"],
  "coordinates": [[0.032, -0.488, 5.529], [0.495, 0.257, 4.721], [-0.178, 0.109, 3.508], [-1.599, 0.122, 3.822], [-2.266, 1.436, 4.338], [-3.825, 1.371, 4.673], [-4.534, -0.007, 4.493], [-3.729, -1.251, 3.981], [-2.319, -1.133, 3.655], [-1.662, 2.408, 4.448], [-4.343, 2.329, 5.043], [-5.647, -0.137, 4.738], [-4.185, -2.292, 3.846], [-1.757, -1.929, 3.292], [-0.161, -2.721, 1.243], [-0.065, -4.088, 1.172], [0.091, -4.431, -0.148], [0.095, -3.230, -0.901], [-0.059, -2.191, -0.017], [-0.284, -2.191, 2.088], [-0.117, -4.694, 2.064], [0.192, -5.436, -0.530], [0.200, -3.136, -1.972], [-0.106, -1.123, -0.174], [-3.957, 4.312, 2.500], [-3.153, 5.216, 3.146], [-3.703, 6.464, 2.984], [-4.885, 6.308, 2.218], [-5.018, 4.971, 1.936], [-3.793, 3.320, 2.451], [-2.260, 4.894, 3.661], [-3.301, 7.386, 3.375], [-5.564, 7.089, 1.908], [-5.773, 4.432, 1.383], [1.907, -2.146, -4.044], [2.003, -3.511, -4.116], [2.158, -3.857, -5.436], [2.163, -2.657, -6.189], [2.009, -1.618, -5.304], [1.782, -1.614, -3.198], [1.950, -4.117, -3.223], [2.259, -4.862, -5.817], [2.268, -2.563, -7.260], [1.962, -0.550, -5.461], [6.563, 0.981, -3.276], [5.633, 0.121, -2.755], [4.716, -0.158, -3.739], [5.110, 0.555, -4.898], [6.255, 1.246, -4.583], [7.351, 1.358, -2.775], [5.703, -0.215, -1.731], [3.857, -0.804, -3.636], [4.613, 0.561, -5.857], [6.874, 1.904, -5.175]],
  "homo_lumo_gap_ha": 0.1333,
  "total_charge": 1
}

---

Result of the stability comparison: (B) is the least stable of them.

---

(A)
{
  "formula": "C4H9N",
  "method": "ωB97M-V/def2-TZVPD",
  "elements": ["C", "C", "H", "H", "H", "H", "C", "C", "N", "H", "H", "H", "H", "H"],
  "coordinates": [[-5.572, -1.074, 4.242], [-5.051, -2.290, 4.147], [-6.284, -0.686, 3.513], [-5.288, -0.266, 4.908], [-5.494, -2.960, 3.427], [-4.218, -2.451, 4.818], [5.058, 1.035, -2.719], [3.780, 1.382, -2.685], [2.846, 0.970, -3.653], [5.624, 0.631, -3.545], [5.810, 1.419, -2.029], [3.323, 2.091, -2.013], [2.239, 1.730, -3.978], [3.227, 0.470, -4.435]],
  "spin_multiplicity": 2,
  "homo_lumo_gap_ha": [0.0445, 0.2564],
  "total_charge": -1
}

---

(B)
{
  "formula": "C4H9N",
  "method": "ωB97M-V/def2-TZVPD",
  "elements": ["C", "N", "C", "C", "C", "H", "H", "H", "H", "H", "H", "H", "H", "H"],
  "coordinates": [[-1.082, -0.547, -0.095], [-0.713, 0.679, -0.842], [0.795, 0.793, -0.578], [1.160, -0.225, 0.490], [-0.190, -0.654, 1.106], [-0.903, -1.392, -0.814], [-2.102, -0.272, 0.280], [-0.988, 0.635, -1.812], [0.846, 1.849, -0.302], [1.419, 0.679, -1.516], [1.622, -1.144, 0.090], [1.772, 0.395, 1.178], [-0.565, -0.011, 1.969], [-0.163, -1.727, 1.465]],
  "spin_multiplicity": 2,
  "homo_lumo_gap_ha": [0.1168, 0.3312],
  "total_charge": -1
}

---

Result of the stability comparison: (A) is the least stable of them.